# 1
17
Properties=species:S:1:pos:R:3:forces:R:3 method="wB97M-V/def2-TZVPD" relative_energy_kcal_mol=66.4 charge=0 e_lumo_ev=0.87
C 0.827159 -1.055524 1.894161 0.206 1.632 -1.354
S 1.964696 -0.109053 3.028696 0.024 -0.010 -1.395
C 3.328597 0.411184 1.848819 -1.982 0.158 -1.494
H 0.301082 -0.492802 1.005574 1.386 -0.657 1.735
H 1.491280 -1.825218 1.523873 -0.435 -0.419 -0.309
H 0.016365 -1.437515 2.482397 -0.154 -0.407 0.476
H 3.081552 1.431910 1.496482 0.578 -0.263 0.711
H 3.367032 -0.119137 0.859894 -0.286 -0.286 1.163
H 4.271861 0.289683 2.324512 0.645 0.253 0.453
C -3.393917 0.901075 -1.626613 -1.569 0.885 -2.198
C -2.096436 0.696455 -1.854537 2.406 -0.784 -1.148
N -1.458345 -0.595319 -2.142802 0.505 1.107 0.854
H -4.183080 0.297845 -2.249372 1.198 0.545 2.354
H -3.644567 1.989665 -1.395841 0.096 -1.659 -0.605
H -1.503500 1.608665 -2.116849 0.117 -0.843 1.530
H -0.462635 -0.913434 -2.228141 -1.194 1.954 0.569
H -1.907144 -1.078478 -2.850251 -1.542 -1.207 -1.343


# 2
11
Properties=species:S:1:pos:R:3:forces:R:3 method="wB97M-V/def2-TZVPD" relative_energy_kcal_mol=110.8 charge=0 e_lumo_ev=-0.85
C -1.838221 0.051908 0.201915 -0.067 -0.046 -0.042
C -0.479100 -0.380214 -0.261411 -0.130 -0.237 -0.311
O -0.254087 -1.186091 -1.137720 -0.074 0.370 0.405
C 0.724349 0.289095 0.410276 -0.004 0.284 0.373
O 0.621974 1.122666 1.282877 0.082 -0.393 -0.433
C 2.063555 -0.251341 0.001994 -0.051 0.310 -0.054
O 2.834512 0.434176 -0.779277 -0.202 -0.228 0.206
H -1.942394 -0.118089 1.278690 0.059 0.028 -0.140
H -2.605326 -0.496875 -0.346161 0.122 0.069 0.065
H -1.955804 1.128940 0.041797 0.040 -0.130 0.030
H 3.204871 -0.600002 -0.346548 0.223 -0.027 -0.099


Number 1: E_tot -611.8364 Ha. Number 2: E_tot -380.3704 Ha.